1.
ORCA calculation (wB97M-V/def2-TZVPD) on a 4-piece molecular cluster, C2H9NO5 overall.

XYZ file:
```
17
Properties=species:S:1:pos:R:3
O -1.470 -1.995 -0.650
C -0.361 -1.467 -0.443
N 0.149 -0.392 -1.150
C -0.354 0.858 -1.447
O -1.474 1.284 -1.248
H 0.191 -1.694 0.425
H 1.175 -0.423 -1.070
H 0.530 1.448 -1.923
O 2.830 -0.334 -0.128
H 2.379 -0.170 0.760
H 3.648 0.197 -0.091
O 1.168 0.355 2.126
H 1.171 0.534 3.030
H 0.247 0.616 1.881
O -1.397 1.046 1.611
H -1.399 1.301 0.615
H -1.951 1.756 2.069
```

- Gap between HOMO and LUMO: 10.70 eV
- LUMO level: 0.01348 Ha
- HOMO level: -10.33 eV
- Energy above the lowest of the compared OMol25 structures with the same formula, charge and spin: 15.4 kcal/mol


2.
ORCA calculation (wB97M-V/def2-TZVPD) on a 2-piece molecular cluster, C2H9NOS overall.

XYZ file:
```
14
Properties=species:S:1:pos:R:3
N -0.847 1.396 1.350
C -1.299 1.354 0.000
O -0.856 2.445 -0.845
H -1.356 0.707 1.879
H -0.483 2.207 1.814
H -0.935 0.495 -0.576
H -2.380 1.516 -0.090
H -1.456 3.201 -0.766
C 1.960 -1.958 -0.675
S 0.252 -2.356 -0.114
H 2.310 -1.920 -1.707
H 2.018 -0.949 -0.222
H 2.710 -2.449 -0.049
H 0.365 -3.688 -0.001
```

- Gap between HOMO and LUMO: 9.79 eV
- LUMO level: 0.03302 Ha
- HOMO level: -8.89 eV
- Energy above the lowest of the compared OMol25 structures with the same formula, charge and spin: 27.8 kcal/mol


3.
ORCA calculation (wB97M-V/def2-TZVPD) on a 2-piece molecular cluster, C2H9NOS overall.

XYZ file:
```
14
Properties=species:S:1:pos:R:3
N -0.682 0.044 -3.191
C -1.426 -0.186 -2.025
O -1.068 0.622 -0.828
H 0.320 -0.049 -3.056
H -0.800 0.970 -3.593
H -1.167 -1.144 -1.563
H -2.491 -0.085 -2.204
H -1.779 1.251 -0.666
C 2.202 -0.487 1.928
S 0.449 -0.050 2.143
H 2.415 -0.097 0.924
H 2.495 -1.533 1.739
H 2.944 -0.099 2.619
H 0.078 0.348 0.928
```

- Gap between HOMO and LUMO: 9.45 eV
- LUMO level: 0.02809 Ha
- HOMO level: -8.69 eV
- Energy above the lowest of the compared OMol25 structures with the same formula, charge and spin: 17.7 kcal/mol


4.
ORCA calculation (wB97M-V/def2-TZVPD) on a 2-piece molecular cluster, C2H9NOS2 overall.

XYZ file:
```
15
Properties=species:S:1:pos:R:3
C 1.994 0.000 0.722
S 3.137 -1.413 1.132
S 2.482 -3.006 -0.038
H 1.022 -0.486 0.610
H 2.252 0.469 -0.221
H 1.936 0.456 1.706
H 1.189 -2.935 0.352
N -2.350 1.537 0.113
C -1.335 0.636 -0.313
O -1.182 0.551 -1.739
H -2.231 2.464 -0.270
H -3.275 1.280 -0.215
H -0.414 1.014 0.129
H -1.543 -0.355 0.096
H -1.683 -0.211 -2.063
```

- Gap between HOMO and LUMO: 9.07 eV
- LUMO level: 0.01732 Ha
- HOMO level: -8.60 eV
- Energy above the lowest of the compared OMol25 structures with the same formula, charge and spin: 18.0 kcal/mol


5.
ORCA calculation (wB97M-V/def2-TZVPD) on a 2-piece molecular cluster, C2H9NS overall.

XYZ file:
```
13
Properties=species:S:1:pos:R:3
C 1.463 2.358 1.037
S 2.244 1.723 -0.465
H 0.546 2.902 0.789
H 1.156 1.543 1.686
H 2.083 3.027 1.643
C -1.013 -1.815 -0.327
N -1.837 -1.543 -1.496
H -1.558 -2.204 0.545
H -0.245 -2.560 -0.574
H -0.492 -0.921 0.011
H -2.403 -0.719 -1.325
H -2.489 -2.308 -1.630
H 2.544 0.517 0.107
```

- Gap between HOMO and LUMO (alpha / beta): 2.75 / 8.68 eV
- 2S+1: 2
- LUMO level (alpha / beta): 0.14432 / 0.14344 Ha
- HOMO level (alpha / beta): 1.18 / -4.78 eV
- Net charge: -1
- Energy above the lowest of the compared OMol25 structures with the same formula, charge and spin: 1.6 kcal/mol


6.
ORCA calculation (wB97M-V/def2-TZVPD) on a 2-piece molecular cluster, C2H9NS overall.

XYZ file:
```
13
Properties=species:S:1:pos:R:3
C 0.826 -1.259 0.049
S 0.577 0.044 1.270
C -1.180 -0.279 1.615
H 1.785 -1.765 0.207
H 0.797 -0.837 -0.947
H 0.050 -2.008 0.096
H -1.625 0.527 2.207
H -1.706 -0.383 0.668
H -1.237 -1.180 2.231
N 0.484 1.506 -1.901
H 0.245 1.658 -0.928
H -0.301 1.900 -2.414
H 1.286 2.078 -2.153
```

- Gap between HOMO and LUMO: 9.44 eV
- LUMO level: 0.03670 Ha
- HOMO level: -8.44 eV
- Energy above the lowest of the compared OMol25 structures with the same formula, charge and spin: 2.1 kcal/mol


7.
ORCA calculation (wB97M-V/def2-TZVPD) on a 3-piece molecular cluster, C2H9NS overall.

XYZ file:
```
13
Properties=species:S:1:pos:R:3
H -2.194 -3.214 -0.596
H -1.758 -3.103 -0.017
C -0.860 -0.031 0.748
C -0.493 1.316 0.261
S 0.892 0.289 0.895
H -0.995 -0.804 0.006
H -1.711 -0.277 1.384
H -0.649 1.362 -0.809
H -0.769 2.164 0.870
N 0.099 -0.759 -2.151
H -0.246 -1.498 -1.565
H -0.356 -0.990 -3.038
H 1.055 -0.638 -2.448
```

- Gap between HOMO and LUMO: 9.68 eV
- LUMO level: 0.03969 Ha
- HOMO level: -8.60 eV
- Energy above the lowest of the compared OMol25 structures with the same formula, charge and spin: 52.8 kcal/mol


8.
ORCA calculation (wB97M-V/def2-TZVPD) on a 2-piece molecular cluster, C2H9NS2 overall.

XYZ file:
```
14
Properties=species:S:1:pos:R:3
S -0.003 2.731 -0.858
S 1.479 3.161 -2.671
H 0.341 1.443 -0.840
H 0.514 3.196 -3.594
C -1.311 -0.976 1.262
C 0.196 -1.004 1.055
N 0.629 -0.994 -0.308
H -1.752 0.008 1.205
H -1.507 -1.384 2.255
H -1.815 -1.667 0.583
H 0.561 -1.895 1.593
H 0.635 -0.178 1.620
H 0.473 -1.812 -0.867
H 1.559 -0.630 -0.434
```

- Gap between HOMO and LUMO (alpha / beta): 4.39 / 6.98 eV
- 2S+1: 2
- LUMO level (alpha / beta): 0.13300 / 0.13101 Ha
- HOMO level (alpha / beta): -0.77 / -3.42 eV
- Net charge: -1
- Energy above the lowest of the compared OMol25 structures with the same formula, charge and spin: 0.0 kcal/mol


9.
ORCA calculation (wB97M-V/def2-TZVPD) on a 2-piece molecular cluster, C2H9NS2 overall.

XYZ file:
```
14
Properties=species:S:1:pos:R:3
C -0.212 -1.345 -0.684
N 0.648 -0.985 0.443
C 1.701 -0.082 0.028
H 0.397 -1.851 -1.432
H -0.732 -0.496 -1.149
H -0.975 -2.040 -0.334
H 0.070 -0.567 1.157
H 1.346 0.842 -0.455
H 2.274 0.255 0.895
H 2.397 -0.586 -0.640
S -1.387 2.613 -0.048
S -2.637 1.493 1.189
H -0.251 2.365 0.614
H -2.641 0.383 0.415
```

- Gap between HOMO and LUMO: 9.13 eV
- LUMO level: 0.00694 Ha
- HOMO level: -8.95 eV
- Energy above the lowest of the compared OMol25 structures with the same formula, charge and spin: 16.2 kcal/mol


10.
ORCA calculation (wB97M-V/def2-TZVPD) on a 2-piece molecular cluster, C2H9NS2 overall.

XYZ file:
```
14
Properties=species:S:1:pos:R:3
C 1.543 -1.658 2.844
C 0.106 -2.086 2.693
N -0.716 -1.601 3.811
H 1.623 -0.843 3.567
H 2.210 -2.473 3.115
H 1.954 -1.206 1.939
H -0.341 -1.729 1.775
H 0.075 -3.174 2.722
H -1.485 -2.203 4.041
H -0.189 -1.289 4.607
S 0.714 1.702 -2.260
S -1.217 1.132 -2.431
H 1.309 1.080 -3.287
H -1.237 -0.149 -2.040
```

- Gap between HOMO and LUMO: 9.29 eV
- LUMO level: 0.01598 Ha
- HOMO level: -8.86 eV
- Energy above the lowest of the compared OMol25 structures with the same formula, charge and spin: 17.7 kcal/mol


11.
ORCA calculation (wB97M-V/def2-TZVPD) on a 2-piece molecular cluster, C2H9NS2 overall.

XYZ file:
```
14
Properties=species:S:1:pos:R:3
C 1.476 1.095 0.261
N 0.370 1.970 0.598
C -0.697 1.356 1.384
H 1.096 0.156 -0.182
H 1.966 0.792 1.175
H 2.125 1.574 -0.459
H -0.057 2.338 -0.251
H -0.717 1.780 2.385
H -1.618 1.465 0.825
H -0.534 0.277 1.496
S -1.716 -2.745 -2.331
S 0.056 -2.774 -1.235
H -1.335 -3.596 -3.288
H -0.416 -3.688 -0.379
```

- Gap between HOMO and LUMO: 8.73 eV
- LUMO level: 0.00850 Ha
- HOMO level: -8.50 eV
- Energy above the lowest of the compared OMol25 structures with the same formula, charge and spin: 22.3 kcal/mol


12.
ORCA calculation (wB97M-V/def2-TZVPD) on a 2-piece molecular cluster, C2H9NS2 overall.

XYZ file:
```
14
Properties=species:S:1:pos:R:3
S -0.237 1.704 1.547
S -1.104 1.001 3.264
H 1.015 2.116 1.834
H -0.820 2.002 4.104
C 0.210 0.180 -1.728
C 0.014 -1.292 -1.320
N 0.217 -1.441 0.107
H 0.051 0.351 -2.781
H 1.214 0.344 -1.449
H -0.481 0.886 -1.260
H 0.888 -1.792 -1.759
H -0.884 -1.813 -1.631
H 0.564 -0.544 0.483
H -0.645 -1.702 0.588
```

- Gap between HOMO and LUMO (alpha / beta): 9.88 / 4.18 eV
- 2S+1: 2
- LUMO level (alpha / beta): -0.12295 / -0.31699 Ha
- HOMO level (alpha / beta): -13.23 / -12.80 eV
- Net charge: +1
- Energy above the lowest of the compared OMol25 structures with the same formula, charge and spin: 6.4 kcal/mol


13.
ORCA calculation (wB97M-V/def2-TZVPD) on a 2-piece molecular cluster, C2H9O overall.

XYZ file:
```
12
Properties=species:S:1:pos:R:3
O -2.840 0.026 0.510
H -2.509 -0.485 1.338
H -2.933 -0.596 -0.248
H -2.341 1.019 0.119
C 1.163 -0.212 -0.921
C 1.511 0.141 0.536
H 1.283 -1.264 -1.177
H 0.221 0.186 -1.304
H 1.819 0.331 -1.618
H 0.643 0.591 1.035
H 2.169 0.996 0.627
H 1.815 -0.733 1.102
```

- Gap between HOMO and LUMO (alpha / beta): 6.68 / 11.45 eV
- 2S+1: 2
- LUMO level (alpha / beta): 0.04395 / 0.00625 Ha
- HOMO level (alpha / beta): -5.49 / -11.28 eV
- Energy above the lowest of the compared OMol25 structures with the same formula, charge and spin: 24.0 kcal/mol


14.
ORCA calculation (wB97M-V/def2-TZVPD) on a 2-piece molecular cluster, C2H9O2 overall.

XYZ file:
```
13
Properties=species:S:1:pos:R:3
O 0.996 1.511 -1.332
H -0.064 1.199 -0.312
H 0.763 2.040 -2.108
H 1.878 1.813 -1.078
C -0.230 -0.330 1.103
O -0.763 0.858 0.349
C -0.205 -1.533 0.218
H -0.913 -0.465 1.925
H 0.721 0.003 1.469
H -1.577 0.632 -0.138
H 0.508 -2.314 0.483
H 0.029 -1.316 -0.818
H -1.143 -2.097 0.238
```

- Gap between HOMO and LUMO: 13.53 eV
- LUMO level: -0.13372 Ha
- HOMO level: -17.17 eV
- Net charge: +1
- Energy above the lowest of the compared OMol25 structures with the same formula, charge and spin: 1.5 kcal/mol


15.
ORCA calculation (wB97M-V/def2-TZVPD) on a 3-piece molecular cluster, C2H9O2S overall.

XYZ file:
```
14
Properties=species:S:1:pos:R:3
C -0.272 1.387 -1.278
C 0.277 0.422 -0.163
S -0.171 -1.315 -0.498
H -1.359 1.362 -1.284
H 0.188 1.088 -2.216
H 0.035 2.400 -0.984
H -0.072 0.736 0.833
H 1.339 0.624 -0.136
H -2.545 -0.700 2.159
H -2.188 -0.706 0.664
O -2.862 -1.010 1.305
H 2.755 -1.870 1.124
H 2.043 -1.286 -0.059
O 2.832 -1.131 0.533
```

- Gap between HOMO and LUMO: 7.02 eV
- LUMO level: 0.15043 Ha
- HOMO level: -2.93 eV
- Net charge: -1
- Energy above the lowest of the compared OMol25 structures with the same formula, charge and spin: 8.0 kcal/mol


16.
ORCA calculation (wB97M-V/def2-TZVPD) on a 3-piece molecular cluster, C2H9OS overall.

XYZ file:
```
13
Properties=species:S:1:pos:R:3
O 1.631 2.544 -0.802
H 2.541 2.663 -0.503
H -1.855 -3.401 0.701
H 1.615 3.031 -1.661
C 0.239 -0.848 -0.371
C -0.346 0.258 0.315
S -1.939 0.407 0.677
H 0.951 -0.491 -1.127
H -0.338 -1.723 -0.663
H 1.033 -1.301 0.220
H -1.964 -3.812 1.326
H 0.325 1.038 0.664
H -1.895 1.636 1.221
```

- Gap between HOMO and LUMO: 9.36 eV
- LUMO level: -0.22511 Ha
- HOMO level: -15.48 eV
- Net charge: +1
- Energy above the lowest of the compared OMol25 structures with the same formula, charge and spin: 44.4 kcal/mol


17.
ORCA calculation (wB97M-V/def2-TZVPD) on a 3-piece molecular cluster, C2H9OS overall.

XYZ file:
```
13
Properties=species:S:1:pos:R:3
O 0.714 0.283 2.663
H 1.576 0.701 2.799
H 1.317 4.187 4.347
H 0.200 0.714 3.365
C -0.846 0.121 -2.643
C -0.874 -0.015 -1.186
S 0.325 -0.692 -0.298
H -1.663 0.701 -3.053
H 0.081 0.634 -2.931
H -0.772 -0.842 -3.167
H 0.888 4.054 4.943
H -1.643 0.502 -0.628
H -0.015 -0.141 0.902
```

- Gap between HOMO and LUMO: 9.71 eV
- LUMO level: -0.23094 Ha
- HOMO level: -16.00 eV
- Net charge: +1
- Energy above the lowest of the compared OMol25 structures with the same formula, charge and spin: 42.5 kcal/mol